C19H56O15SV | the ωB97M-V functional and the def2-TZVPD basis

Values from the calculation:
**Net charge**: -1
**ΔE to the lowest compared entry with this formula, charge and spin**: 275.2 kcal per mole
**2S+1**: 1
**DFT total energy**: -3228.01191 a.u.

Cartesian coordinates (Å):
O (-2.294, -4.543, 4.003)
V (-2.177, -4.198, 2.461)
O (-2.941, -5.372, 1.688)
S (-0.368, -0.040, 0.671)
O (-1.383, 0.829, 0.095)
O (0.943, 0.497, 0.655)
O (-0.692, -0.387, 1.993)
O (-0.391, -1.393, 0.112)
C (1.862, 0.340, 6.634)
O (0.604, 0.956, 6.408)
H (2.094, 0.431, 7.695)
H (1.945, -0.698, 6.313)
H (2.547, 0.970, 6.065)
H (0.259, 0.622, 5.576)
C (1.610, 5.922, 0.915)
O (2.610, 5.112, 1.510)
H (1.831, 6.988, 0.862)
H (1.394, 5.569, -0.094)
H (0.666, 5.777, 1.440)
H (2.337, 4.198, 1.406)
C (-4.490, -2.308, -2.938)
O (-4.141, -0.983, -3.224)
H (-5.160, -2.749, -3.676)
H (-3.681, -3.031, -2.835)
H (-4.992, -2.364, -1.972)
H (-3.685, -0.699, -2.428)
C (0.911, 3.044, -4.267)
O (2.023, 2.462, -3.563)
H (0.826, 4.128, -4.182)
H (1.047, 2.833, -5.328)
H (-0.058, 2.685, -3.920)
H (1.700, 2.283, -2.677)
C (-7.844, 2.957, 3.457)
C (-6.399, 3.358, 3.080)
C (-5.411, 3.255, 4.146)
O (-5.955, 2.389, 2.174)
H (-8.561, 3.132, 2.655)
H (-8.171, 3.600, 4.274)
H (-7.893, 1.901, 3.724)
H (-6.279, 4.326, 2.595)
H (-4.398, 3.211, 3.746)
H (-5.602, 2.395, 4.788)
H (-5.382, 4.166, 4.743)
H (-5.057, 2.518, 1.861)
C (4.108, -7.452, 1.699)
C (3.243, -7.075, 2.905)
C (4.001, -6.676, 4.134)
O (2.416, -5.985, 2.566)
H (4.817, -6.630, 1.605)
H (3.651, -7.551, 0.714)
H (4.740, -8.296, 1.976)
H (2.686, -7.965, 3.201)
H (4.753, -7.441, 4.327)
H (3.380, -6.553, 5.021)
H (4.544, -5.739, 4.010)
H (3.020, -5.391, 2.115)
C (2.082, -5.440, -5.654)
C (1.765, -4.295, -4.709)
C (1.182, -3.054, -5.232)
O (0.851, -4.758, -3.731)
H (2.510, -6.279, -5.107)
H (2.756, -5.000, -6.390)
H (1.238, -5.824, -6.227)
H (2.662, -4.124, -4.113)
H (1.115, -2.266, -4.483)
H (0.218, -3.144, -5.733)
H (1.897, -2.592, -5.912)
H (0.704, -4.027, -3.125)
C (-6.143, 7.047, -3.157)
C (-4.791, 6.499, -3.623)
C (-4.128, 7.393, -4.677)
O (-3.941, 6.349, -2.494)
H (-6.635, 6.420, -2.413)
H (-6.881, 7.152, -3.953)
H (-6.116, 7.991, -2.614)
H (-4.982, 5.561, -4.143)
H (-3.148, 7.094, -5.048)
H (-4.129, 8.430, -4.343)
H (-4.783, 7.403, -5.548)
H (-3.812, 5.415, -2.313)
C (6.688, -0.401, 2.292)
C (6.535, -1.011, 0.884)
C (7.695, -1.882, 0.331)
O (5.403, -1.839, 0.801)
H (5.968, 0.377, 2.546)
H (7.583, 0.207, 2.425)
H (6.517, -1.152, 3.062)
H (6.386, -0.193, 0.180)
H (8.476, -1.195, 0.007)
H (7.383, -2.464, -0.536)
H (8.009, -2.537, 1.145)
H (4.702, -1.192, 0.691)

Atomic forces in eV per Å
0.39 0.66 -0.92
-0.72 -1.19 0.22
0.84 1.46 0.30
-0.84 0.96 -2.76
-0.23 0.30 -0.71
2.97 1.65 -0.82
-2.15 -1.15 6.90
-0.18 -2.62 -2.27
0.17 1.06 -0.33
-0.60 -0.59 0.34
-0.03 -0.11 -0.03
-0.20 -0.03 0.01
0.74 -0.42 0.11
-0.09 0.09 -0.17
-0.95 -0.90 -0.34
0.42 0.69 0.05
0.54 -0.23 0.34
0.17 0.16 -0.32
-0.14 0.32 0.26
-0.05 -0.11 0.00
-0.60 -1.06 0.63
0.19 -0.18 -0.18
-0.07 0.49 -0.23
0.64 0.28 -0.26
-0.37 0.01 0.12
0.29 0.51 -0.04
0.23 -0.07 -0.05
-0.87 0.56 -0.36
0.49 0.26 0.25
-0.11 -0.19 0.06
0.07 -0.47 -0.07
0.16 -0.15 0.25
0.53 1.02 -0.17
-0.15 -0.72 -1.13
0.93 1.03 2.41
-0.89 -1.61 -2.01
0.24 -0.05 -0.24
-0.05 -0.22 0.28
0.18 0.11 0.15
-0.72 0.43 0.08
-0.04 -0.28 -0.12
0.18 -0.02 0.01
-0.23 0.01 0.51
0.06 0.27 0.21
1.12 0.64 0.94
-0.20 -0.31 -0.35
1.31 -0.26 0.39
-0.82 -0.19 -0.30
0.26 0.23 -0.25
-0.47 -0.30 0.42
-0.15 -0.31 -0.34
-0.81 0.22 -0.27
0.12 -0.09 0.36
-0.21 -0.16 -0.21
0.01 0.12 -0.25
-0.21 0.48 -0.14
-0.22 0.65 -0.39
-0.35 -1.28 1.60
0.80 1.90 -1.40
-0.76 -1.10 0.58
0.23 0.18 -0.10
0.42 -0.46 -0.05
-0.33 0.20 0.21
0.60 0.54 -0.52
-0.29 -0.28 0.44
0.06 -0.32 0.08
-0.04 0.01 -0.57
-0.15 0.01 0.19
-0.59 0.06 0.35
-0.14 0.46 -0.31
-0.87 0.47 -0.11
0.11 -0.12 -0.09
0.29 -0.59 -0.09
0.20 0.05 -0.30
0.60 0.32 -0.33
0.09 -0.43 0.35
0.02 -0.17 0.49
0.40 0.04 0.18
-0.11 -0.08 -0.17
0.01 -0.03 0.05
-0.10 0.23 -0.05
0.77 -0.04 -0.61
-0.33 1.11 0.92
-0.79 0.21 0.23
-0.74 -0.16 -0.62
0.63 -0.69 -0.01
0.59 -0.16 0.01
0.14 0.26 -0.14
0.40 -0.28 0.22
-0.22 0.08 0.19
0.38 -0.14 -0.22
-0.81 -0.45 0.10